[1]
{"formula": "C3H6O2", "method": "ωB97M-V/def2-TZVPD", "elements": ["O", "O", "C", "C", "C", "H", "H", "H", "H", "H", "H"], "coordinates": [[0.5842, -1.3115, -0.1092], [-1.6492, -0.5605, -0.3232], [0.5261, -0.0563, 0.4689], [-0.7145, 0.4823, 0.3644], [0.3574, 0.9342, -0.6334], [0.8326, 0.0981, 1.5923], [-1.0965, 1.0277, 1.2380], [0.4340, 0.5423, -1.7296], [0.5718, 1.9394, -0.4210], [1.3570, -1.5648, -0.5835], [-1.2029, -1.5310, 0.1363]], "atomic_forces_ev_per_a": [[-0.2273, -1.8081, 1.5481], [2.2313, -1.5578, 4.0584], [5.0483, -1.7439, 2.2036], [-6.5412, -1.6590, -3.8855], [-0.6010, 0.5261, -0.1246], [1.0422, -0.4538, -2.4684], [-0.2237, 0.1148, -1.0422], [-0.5447, 0.7522, 2.5126], [0.8681, 1.2198, -0.2912], [1.1465, 0.3658, -0.1857], [-2.1987, 4.2439, -2.3251]], "mulliken_charge": [-0.568, -0.566, 0.302, -0.139, -0.705, 0.235, 0.291, 0.228, 0.274, 0.304, 0.344], "e_above_lowest_kj_mol": 444.74, "energy_ev": -7299.0687, "e_homo_ev": -9.391, "e_lumo_ev": 0.77, "max_force_ha_per_bohr": 0.151, "smiles": "O[C@@H]1C[C@@H]1O", "gap_ev": 10.2}



[2]
{"formula": "C3H6O2P", "method": "ωB97M-V/def2-TZVPD", "elements": ["P", "O", "O", "C", "C", "C", "H", "H", "H", "H", "H", "H"], "coordinates": [[1.4786, -0.4467, -0.4844], [3.0421, -2.2429, -1.9352], [1.8167, -3.0174, -0.1828], [-0.1623, -0.7510, -0.4064], [-1.0062, 0.2486, 0.3411], [2.2831, -2.2458, -1.0193], [2.0202, 0.3423, -1.4817], [-0.8471, 1.3740, 0.1651], [-1.2164, -0.0549, 1.3429], [-1.9991, 0.1680, -0.2081], [-0.1696, -1.8188, -0.1105], [1.9700, 0.3324, 0.5758]], "atomic_forces_ev_per_a": [[0.6482, -1.0358, -0.9325], [1.2311, -0.0643, -1.7794], [0.2558, -0.7740, -0.4920], [0.7548, 0.0631, 0.3218], [-2.4104, 0.6122, -2.7162], [-1.3048, 0.6140, 3.0021], [-0.0355, 0.7546, -0.6330], [0.5775, -1.6578, 0.6685], [0.0341, 0.3626, 1.1384], [0.3749, 0.2077, 0.9434], [-0.6311, 0.6648, -0.1204], [0.5054, 0.2529, 0.5993]], "mulliken_charge": [-0.032, -0.570, -0.602, -0.483, -0.811, 0.534, -0.015, 0.283, 0.273, 0.237, 0.226, -0.040], "e_above_lowest_kj_mol": 327.11, "energy_ev": -16590.8809, "total_charge": -1, "e_homo_ev": -2.840, "e_lumo_ev": 4.27, "max_force_ha_per_bohr": 0.072, "smiles": "CC=[PH2]C(=O)[O-]", "gap_ev": 7.1}



[3]
{"formula": "C3H6O2P", "method": "ωB97M-V/def2-TZVPD", "elements": ["P", "O", "O", "C", "C", "C", "H", "H", "H", "H", "H", "H"], "coordinates": [[0.2475, 0.5542, -0.8029], [0.8339, 1.9052, -0.8052], [1.0929, -0.4169, -1.8540], [0.3020, 0.1780, 1.8736], [-1.5355, 0.5459, -1.3149], [0.6468, -0.3525, 0.7182], [0.1265, 1.2104, 1.9479], [-1.9311, 0.7264, -0.3712], [0.3256, -0.3606, 2.9022], [0.8153, -2.1156, 0.7750], [0.9446, -1.3481, -1.6988], [-1.8684, -0.5264, -1.3699]], "atomic_forces_ev_per_a": [[-2.1640, -1.0609, -3.2866], [0.6565, 0.4243, 0.7406], [0.0534, 0.6961, -0.0996], [1.0050, -2.3472, 2.6958], [2.8594, -1.7485, -0.4242], [-0.5714, -3.4965, 0.9632], [-0.3560, 1.3843, -0.1540], [-1.3721, 1.2726, 2.1740], [-0.0883, 0.7656, -1.9963], [-0.3217, 4.1033, -0.3002], [-0.2004, -0.2148, 0.1895], [0.4997, 0.2217, -0.5022]], "mulliken_charge": [0.854, -0.717, -0.565, -0.691, -0.908, -0.162, 0.330, 0.171, 0.195, 0.104, 0.265, 0.125], "e_above_lowest_kj_mol": 469.60, "energy_ev": -16589.4041, "total_charge": -1, "e_homo_ev": -2.948, "e_lumo_ev": 3.50, "max_force_ha_per_bohr": 0.080, "gap_ev": 6.4}



[4]
{"formula": "C3H6O2S", "method": "ωB97M-V/def2-TZVPD", "elements": ["S", "O", "O", "C", "C", "C", "H", "H", "H", "H", "H", "H"], "coordinates": [[0.5633, -1.0450, 1.2756], [0.2286, -0.5992, -0.3903], [-0.0906, -2.3201, 1.3983], [0.3623, 0.5168, -2.4057], [0.3279, 0.6012, -0.9148], [-0.5099, 0.1459, 2.2069], [1.3793, 0.8173, -2.6674], [0.1572, -0.4742, -2.8151], [-0.0226, 0.3611, 3.1497], [-0.3067, 1.2630, -2.8274], [-0.6119, 1.0530, 1.6167], [-1.4769, -0.3197, 2.3734]], "atomic_forces_ev_per_a": [[-0.1470, 1.5921, 0.5502], [-0.0792, 0.1856, -0.9494], [-0.3280, -0.8823, -0.0115], [-0.2509, -0.4813, 0.3409], [0.1529, -0.1881, 1.1516], [0.3065, -0.2660, -0.9244], [0.0610, 0.0873, -0.0447], [-0.0235, -0.0584, -0.0412], [0.1930, -0.0324, 0.1075], [0.0085, 0.1102, -0.0114], [0.0933, 0.1265, -0.0608], [0.0134, -0.1931, -0.1068]], "mulliken_charge": [0.637, -0.150, -0.503, -0.741, -0.189, -0.807, 0.278, 0.259, 0.322, 0.290, 0.312, 0.293], "e_above_lowest_kj_mol": 402.08, "energy_ev": -18134.7802, "e_homo_ev": -8.536, "e_lumo_ev": 0.61, "max_force_ha_per_bohr": 0.033, "gap_ev": 9.1}



[5]
{"formula": "C3H6O2S", "method": "ωB97M-V/def2-TZVPD", "elements": ["S", "O", "O", "C", "C", "C", "H", "H", "H", "H", "H", "H"], "coordinates": [[-1.1670, 0.7181, 2.3010], [0.1601, -0.7617, -2.0203], [1.7660, 0.6884, -1.4341], [0.4377, -0.2414, 0.2907], [-0.9742, 0.4302, 0.5200], [0.8954, -0.0749, -1.1265], [-1.7185, -0.2635, 0.1532], [0.4748, -0.5543, -2.9134], [1.1210, 0.3514, 0.8900], [-0.8728, 1.3986, 0.0444], [0.4557, -1.2906, 0.5857], [-0.5782, -0.4004, 2.7092]], "atomic_forces_ev_per_a": [[-0.4070, 0.4593, -0.0133], [-0.1068, -0.2979, -0.0118], [0.3921, 0.0562, -0.4574], [-0.6404, 0.5532, 0.2016], [1.9557, -1.3076, 0.3148], [-0.3350, 0.3886, 0.1379], [-0.4489, 0.5098, -0.3294], [0.0972, 0.0791, 0.1220], [0.3055, -0.2891, 0.0695], [-0.7650, 0.0996, -0.1673], [-0.1357, 0.0449, 0.0865], [0.0883, -0.2962, 0.0470]], "mulliken_charge": [-0.225, -0.437, -0.528, -0.606, -0.507, 0.353, 0.337, 0.337, 0.406, 0.365, 0.391, 0.113], "e_above_lowest_kj_mol": 23.65, "energy_ev": -18138.7024, "e_homo_ev": -9.356, "e_lumo_ev": 0.67, "max_force_ha_per_bohr": 0.046, "smiles": "O=C(O)CCS", "gap_ev": 10.0}



[6]
{"formula": "C3H6O2S", "method": "ωB97M-V/def2-TZVPD", "elements": ["S", "O", "O", "C", "C", "C", "H", "H", "H", "H", "H", "H"], "coordinates": [[1.9436, 1.5223, 1.3074], [-1.6939, -0.5161, -1.0867], [0.0102, 0.3515, 0.0284], [-0.5495, -0.8756, -0.4090], [1.1385, 0.2545, 0.7275], [-2.3793, -1.6408, -1.5889], [-3.2492, -1.2648, -2.0966], [1.4858, -0.7886, 0.9123], [-2.7319, -2.3123, -0.7680], [-0.7854, -1.4925, 0.4521], [-1.7705, -2.2157, -2.2855], [0.1648, -1.3937, -1.0433]], "atomic_forces_ev_per_a": [[-0.0499, -0.1023, -0.0752], [0.0563, 0.0165, -0.0999], [0.2577, 0.0764, 0.0910], [-0.1597, 0.2954, 0.0494], [0.1677, -0.4153, 0.2455], [-0.3022, -0.4541, 0.7066], [-0.2910, 0.1196, -0.2591], [-0.2624, 0.6045, -0.2048], [0.3200, 0.3725, -0.4303], [-0.0866, -0.2748, 0.3942], [0.1365, -0.0726, -0.0877], [0.2137, -0.1659, -0.3297]], "mulliken_charge": [-0.261, -0.286, -0.248, -0.348, 0.015, -0.702, 0.227, 0.276, 0.305, 0.351, 0.318, 0.352], "e_above_lowest_kj_mol": 194.19, "energy_ev": -18136.9349, "e_homo_ev": -8.910, "e_lumo_ev": 0.37, "max_force_ha_per_bohr": 0.017, "smiles": "COCOC=S", "gap_ev": 9.3}



[7]
{"formula": "C3H6O2S", "method": "ωB97M-V/def2-TZVPD", "elements": ["S", "O", "O", "C", "C", "C", "H", "H", "H", "H", "H", "H"], "coordinates": [[-2.2832, -1.1215, -0.9457], [0.9767, -0.3446, 0.7862], [-0.8920, -1.7224, -0.9703], [-1.9547, 1.4585, 0.2029], [2.1298, -0.3078, 0.0629], [-2.2275, 0.3483, -0.4124], [1.7761, -0.1459, -1.0257], [-1.8844, 2.3731, -0.2943], [0.5621, -1.1112, 0.4238], [2.8318, 0.3938, 0.6809], [-1.6615, 1.4623, 1.3088], [2.6268, -1.2826, 0.1830]], "atomic_forces_ev_per_a": [[1.4505, -1.1457, 0.1055], [-1.5091, 0.3489, 1.7329], [-1.3309, 0.3517, -0.3847], [0.5617, -1.1017, 2.1967], [1.9172, 0.5832, -0.1396], [0.0703, 0.5725, 0.4770], [1.7552, 0.3605, 1.2918], [0.1644, 1.3441, -0.8349], [-1.4540, -0.7366, -0.1010], [-1.0365, -0.5419, -2.1504], [-0.8038, -0.1165, -1.5518], [0.2148, 0.0816, -0.6416]], "mulliken_charge": [0.094, -0.418, -0.544, -0.202, -0.536, 0.147, 0.231, 0.264, 0.313, 0.201, 0.209, 0.240], "e_above_lowest_kj_mol": 422.34, "energy_ev": -18134.5703, "e_homo_ev": -9.691, "e_lumo_ev": -0.51, "max_force_ha_per_bohr": 0.049, "gap_ev": 9.2}



[8]
{"formula": "C3H6O2S", "method": "ωB97M-V/def2-TZVPD", "elements": ["S", "O", "O", "C", "C", "C", "H", "H", "H", "H", "H", "H"], "coordinates": [[-1.2705, 1.0747, -1.9721], [1.6954, -0.9139, 0.8957], [0.0398, -0.7796, 2.4003], [-0.2144, 0.4570, 0.3969], [0.6385, -0.4614, 1.2305], [-0.0847, 0.0264, -1.0774], [-1.2423, 0.6742, 0.6758], [-0.3519, -1.0213, -1.2030], [-0.9534, 0.8031, -3.2433], [0.5027, -1.5036, 2.8509], [0.3148, 1.4225, 0.4340], [0.9260, 0.2218, -1.3884]], "atomic_forces_ev_per_a": [[-0.1340, 0.2015, -0.0275], [0.1906, 0.0669, -0.1320], [-0.3287, 0.0133, 0.0799], [1.2147, 0.8658, -0.9495], [-0.8977, -0.5902, 0.6212], [-0.7366, 0.1362, 0.2649], [0.0460, -0.6101, 0.4701], [0.1423, 0.0103, -0.0397], [0.1718, -0.1647, 0.0462], [0.2962, 0.2611, -0.2183], [-0.2505, -0.0371, 0.1688], [0.2859, -0.1529, -0.2841]], "mulliken_charge": [-0.265, -0.540, -0.457, -0.579, 0.401, -0.452, 0.460, 0.358, 0.129, 0.349, 0.269, 0.327], "e_above_lowest_kj_mol": 19.66, "energy_ev": -18138.7438, "e_homo_ev": -9.302, "e_lumo_ev": 0.69, "max_force_ha_per_bohr": 0.034, "smiles": "O=C(O)CCS", "gap_ev": 10.0}



[9]
{"formula": "C3H6O2S", "method": "ωB97M-V/def2-TZVPD", "elements": ["S", "O", "O", "C", "C", "C", "H", "H", "H", "H", "H", "H"], "coordinates": [[1.8339, 0.6512, 0.7233], [-1.9328, 1.2832, 0.1160], [-0.9194, -0.1459, 1.6335], [1.5890, -0.7612, -0.3978], [-1.2759, 0.1271, 0.3559], [0.6372, 0.3374, -0.5308], [-1.7222, -0.7103, -0.1640], [1.2802, -1.6697, 0.1033], [0.5709, 0.9741, -1.3982], [-0.0509, 0.2744, 1.8532], [-1.6679, 1.9524, 0.7619], [2.3524, -0.9012, -1.1575]], "atomic_forces_ev_per_a": [[0.4753, 0.2906, 0.3092], [-0.3772, 0.2489, 0.0689], [-0.5037, 0.0809, 0.2028], [0.0599, -0.1793, -0.0695], [3.9927, 0.1566, -1.0505], [-3.5685, -0.3945, 0.8880], [-0.0969, 0.0343, 0.0298], [-0.1034, -0.0029, 0.0140], [0.1939, 0.0674, -0.1378], [-0.1212, -0.2223, -0.3108], [0.0392, -0.1445, -0.0542], [0.0098, 0.0647, 0.1099]], "mulliken_charge": [-0.228, -0.443, -0.449, -0.470, 0.068, -0.322, 0.369, 0.215, 0.375, 0.271, 0.322, 0.291], "e_above_lowest_kj_mol": 273.50, "energy_ev": -18136.1128, "e_homo_ev": -8.446, "e_lumo_ev": 0.67, "max_force_ha_per_bohr": 0.080, "gap_ev": 9.1}



[10]
{"formula": "C3H6O2S", "method": "ωB97M-V/def2-TZVPD", "elements": ["S", "O", "O", "C", "C", "C", "H", "H", "H", "H", "H", "H"], "coordinates": [[2.4421, -0.2015, -0.2729], [-0.1516, 1.4906, -0.6104], [-2.2117, -0.9236, -0.5714], [-1.8243, -0.0139, 0.1485], [-0.3779, 0.3917, 0.1671], [0.6677, -0.6083, -0.3119], [2.7464, -0.6730, 0.9689], [0.3729, -1.0334, -1.3223], [-2.6341, 0.6295, 0.5520], [-0.2421, 0.6547, 1.2587], [0.5020, -1.4998, 0.3560], [0.7107, 1.7871, -0.3622]], "atomic_forces_ev_per_a": [[-0.4058, 0.2011, 0.3176], [-1.6438, 2.0670, -1.0068], [0.5327, 0.4414, 1.2008], [-1.3703, -1.0465, -3.2474], [1.6063, -0.1584, 2.0558], [-1.6410, -3.6323, 0.7638], [-0.3357, 0.2308, -0.4928], [0.5326, 0.9643, 1.0079], [0.7734, 0.1282, 0.6282], [0.4122, -0.2880, -0.6136], [0.5539, 0.4732, -0.6338], [0.9854, 0.6192, 0.0204]], "mulliken_charge": [-0.188, -0.501, -0.458, -0.147, 0.397, -0.702, 0.143, 0.299, 0.365, 0.143, 0.322, 0.327], "e_above_lowest_kj_mol": 184.20, "energy_ev": -18137.0384, "e_homo_ev": -9.675, "e_lumo_ev": 0.52, "max_force_ha_per_bohr": 0.079, "smiles": "O=C[C@H](O)CS", "gap_ev": 10.2}



Which formula does entry 9 have? C3H6O2S